Below is one molecule with the formula C5H11NO, with properties calculated with ωB97M-V with the def2-TZVPD basis set.

```
! RIJCOSX wB97M-V def2-TZVPD def2/J DEFGRID3
* xyz 0 1
C -2.72018 -1.52060 -0.29298
O -1.49232 -1.16080 0.35903
C -0.42115 -1.22384 -0.38724
C 0.17981 1.26416 -0.70127
N 1.30066 0.44376 -0.27636
C 2.27341 1.17037 0.51689
C 0.74637 -0.69800 0.44552
H -3.07845 -2.45692 0.13846
H -2.53760 -1.62868 -1.36421
H -3.44119 -0.72300 -0.09651
H -0.48676 0.59582 -1.26777
H 0.48960 2.05929 -1.38196
H -0.38194 1.69918 0.15049
H 1.86009 1.54659 1.47378
H 2.65124 2.03050 -0.04861
H 3.12730 0.52371 0.75150
H 0.43908 -0.41868 1.47532
H 1.49204 -1.50286 0.50592
*
```

Values from the calculation:
**HOMO-LUMO gap**: 9.4 eV
**F_max**: 0.521 eV/Å
**HOMO**: -8.351 eV
**Electronic energy**: -8897.389 eV


Below is one molecule with the formula C5H11NO in a non-equilibrium geometry, with properties calculated with ωB97M-V with the def2-TZVPD basis set.

```
! RIJCOSX wB97M-V def2-TZVPD def2/J DEFGRID3
* xyz 0 1
C -0.19620 -2.15341 -0.99520
N -1.15324 -1.04265 -1.02583
C -0.62716 -0.56090 0.26592
O -0.99663 -1.01360 1.32141
C 0.30646 0.61629 0.08556
C -0.72303 1.75224 0.06366
C 1.36099 0.81026 1.16398
H 0.57082 -1.82785 -0.21047
H 0.32978 -2.35641 -1.92791
H -0.68693 -3.02131 -0.56250
H -0.90788 -0.41297 -1.79898
H 0.79830 0.53659 -0.89395
H -1.22822 1.78040 1.03494
H -1.49028 1.57843 -0.70122
H -0.24349 2.71328 -0.12256
H 1.86967 1.77020 1.01288
H 0.89720 0.81188 2.15357
H 2.11984 0.01953 1.13668
*
```

Values from the calculation:
**SMILES string**: CNC(=O)C(C)C
**HOMO-LUMO gap**: 10.4 eV
**F_max**: 1.893 eV/Å
**HOMO**: -9.564 eV
**Electronic energy**: -8899.981 eV


Below is a 2-piece molecular cluster, C5H11NO overall in a non-equilibrium geometry, with properties calculated with ωB97M-V with the def2-TZVPD basis set.

```
! RIJCOSX wB97M-V def2-TZVPD def2/J DEFGRID3
* xyz 0 1
C -0.54707 -0.84380 2.11540
N -0.58675 -1.09077 0.61418
C -1.24393 0.04305 -0.02543
C -0.91233 1.40556 0.33814
C -0.62085 0.62325 -1.23296
C 0.55541 0.04217 -2.01413
H 0.28617 -0.14751 2.23650
H -1.58218 -0.45132 2.30705
H -0.29312 -1.82590 2.49666
H 0.38279 -1.03067 0.30889
H -2.34672 -0.27011 -0.05948
H -1.07382 2.43508 0.07222
H -1.39492 0.85760 -1.93840
H 0.48485 -0.98703 -2.31903
H 1.34385 0.78308 -2.14592
H 1.91680 0.70058 -0.44821
H 2.56664 -0.65216 -0.53668
O 2.51500 0.11541 0.04552
*
```

Values from the calculation:
**HOMO-LUMO gap**: 4.8 eV
**F_max**: 4.342 eV/Å
**HOMO**: -7.243 eV
**Electronic energy**: -8891.706 eV


Below is one molecule with the formula C5H11NO in a non-equilibrium geometry, with properties calculated with ωB97M-V with the def2-TZVPD basis set.

```
! RIJCOSX wB97M-V def2-TZVPD def2/J DEFGRID3
* xyz 0 1
C 0.88666 1.36775 1.36579
C 0.76824 1.13376 -0.10917
C 1.04118 -0.30587 -0.54778
N 0.26007 -1.37615 0.16903
C -1.10791 -1.07361 0.18278
C -1.79979 -0.96641 -1.15107
O -1.72999 -0.87968 1.20700
H 1.91047 1.06689 1.62769
H 0.24112 0.69972 1.94579
H 0.70111 2.37235 1.74412
H 1.55659 1.66248 -0.68562
H -0.23286 1.46952 -0.43657
H 2.12991 -0.47308 -0.58099
H 0.78584 -0.51406 -1.58931
H 0.58755 -1.47628 1.12337
H -2.83572 -0.75313 -0.91986
H -1.44217 -0.05792 -1.63348
H -1.72026 -1.89627 -1.71172
*
```

Values from the calculation:
**SMILES string**: CCCNC(C)=O
**HOMO-LUMO gap**: 10.6 eV
**F_max**: 1.594 eV/Å
**HOMO**: -9.566 eV
**Electronic energy**: -8900.928 eV


Below is a 2-piece molecular cluster, C5H11NO overall in a non-equilibrium geometry, with properties calculated with ωB97M-V with the def2-TZVPD basis set.

```
! RIJCOSX wB97M-V def2-TZVPD def2/J DEFGRID3
* xyz 0 1
C 0.48727 1.84914 -2.21535
C 0.86871 1.84516 -0.94899
C 0.11527 1.23034 0.16940
C -0.66553 0.17761 -0.01891
C -1.48560 -0.54945 1.01785
N -1.22332 -1.98018 1.08897
H 1.13687 2.26103 -2.97783
H -0.41817 1.42607 -2.63407
H 1.82661 2.28744 -0.69132
H 0.26401 1.64597 1.15886
H -0.83325 -0.25025 -1.00658
H -1.25617 -0.13980 2.00371
H -2.55177 -0.40266 0.83506
H -1.44627 -2.42548 0.20857
H -0.29712 -2.24167 1.39514
O 1.47583 -1.60223 1.06840
H 1.64644 -1.22795 0.19557
H 2.35622 -1.90309 1.35152
*
```

Values from the calculation:
**SMILES string**: C=C/C=C/CN.O
**HOMO-LUMO gap**: 9.3 eV
**F_max**: 1.412 eV/Å
**HOMO**: -8.558 eV
**Electronic energy**: -8899.467 eV


Below is one molecule with the formula C5H11NO in a non-equilibrium geometry, with properties calculated with ωB97M-V with the def2-TZVPD basis set.

```
! RIJCOSX wB97M-V def2-TZVPD def2/J DEFGRID3
* xyz 0 1
C 0.71099 -1.59984 -1.91984
C -0.37454 -1.09470 -1.29631
C -0.59404 -1.16814 0.21114
C -0.03932 0.05898 0.99584
N -1.02302 0.54885 1.92497
C 0.47190 1.14715 0.01844
O 0.90964 2.25552 0.80393
H 1.04869 -2.62922 -1.82677
H 1.38280 -0.96553 -2.49540
H -1.01212 -0.40399 -1.85144
H 0.06171 -2.01520 0.43244
H -1.64278 -1.41013 0.38133
H 0.87517 -0.21748 1.52283
H -0.67603 1.30670 2.49803
H -1.82351 0.92954 1.43225
H 1.32496 0.71024 -0.50297
H -0.28417 1.46921 -0.69709
H 0.68367 3.07803 0.36860
*
```

Values from the calculation:
**SMILES string**: C=CC[C@H](N)CO
**HOMO-LUMO gap**: 9.3 eV
**F_max**: 2.308 eV/Å
**HOMO**: -8.525 eV
**Electronic energy**: -8898.333 eV


Below is a 2-piece molecular cluster, C5H11NO overall in a non-equilibrium geometry, with properties calculated with ωB97M-V with the def2-TZVPD basis set.

```
! RIJCOSX wB97M-V def2-TZVPD def2/J DEFGRID3
* xyz 0 1
C -2.79078 -0.83424 -0.96759
C -1.33682 -0.52157 -0.93109
C -0.39332 -1.25382 -0.32613
C 1.04165 -0.89454 -0.48274
C 2.03600 -1.76734 -0.30770
N 3.37244 -1.57990 -0.82153
H -2.92033 -1.64049 -0.24436
H -3.10166 -0.97656 -2.00703
H -3.34150 -0.02727 -0.49540
H -1.07022 0.41722 -1.44599
H -0.65359 -2.19158 0.15850
H 1.28592 0.14447 -0.71634
H 1.89189 -2.79693 0.01600
H 3.79788 -2.46147 -0.58723
H 3.76674 -0.67978 -0.59887
O -0.76955 5.77450 2.99550
H -0.09220 6.36236 3.33771
H -0.72256 4.92695 3.42431
*
```

Values from the calculation:
**SMILES string**: C/C=C/C=C/N.O
**HOMO-LUMO gap**: 8.6 eV
**F_max**: 2.557 eV/Å
**HOMO**: -7.583 eV
**Electronic energy**: -8899.371 eV


Below is one molecule with the formula C5H11NO in a non-equilibrium geometry, with properties calculated with ωB97M-V with the def2-TZVPD basis set.

```
! RIJCOSX wB97M-V def2-TZVPD def2/J DEFGRID3
* xyz 0 1
C -0.17932 0.14130 -2.33656
C -1.17537 -0.06521 -1.26115
C -0.83451 0.47959 0.11058
C -0.45307 -0.68392 0.99639
O -1.21544 -1.62138 1.10844
N 0.53554 -0.29883 2.00669
C 1.86669 0.17140 1.66702
H -0.03129 1.20594 -2.64665
H -0.41392 -0.54026 -3.26093
H 0.78716 -0.24450 -2.08572
H -2.20071 0.49846 -1.45653
H -1.62534 -1.15527 -1.39300
H -1.78022 0.83671 0.65356
H -0.12089 1.36044 0.13764
H 0.34140 -0.98268 2.66308
H 1.95824 0.36929 0.56978
H 2.73065 -0.44041 2.08528
H 1.81041 0.96932 2.44208
*
```

Values from the calculation:
**SMILES string**: CCCC(=O)NC
**HOMO-LUMO gap**: 10.1 eV
**F_max**: 5.124 eV/Å
**HOMO**: -9.366 eV
**Electronic energy**: -8899.225 eV